{"formula": "C2HNO2S", "method": "ωB97M-V with the def2-TZVPD basis set", "species": ["C", "C", "N", "O", "O", "S", "H"], "positions_angstrom": [[1.738, -0.367, -0.373], [-1.928, -0.232, 1.144], [1.273, -1.143, -1.103], [-0.468, 1.668, -0.129], [-1.121, -0.852, 0.407], [-1.501, 0.710, -0.359], [2.007, 0.216, 0.414]], "nbo_charge": [0.09, 0.19, -0.31, -0.89, -0.53, 1.23, 0.22], "orbital_gap_ha": 0.3414, "charge": 0, "energy_ha": -680.06611, "lumo_ev": -0.4, "smiles": "O=S1#CO1.C#N", "multiplicity": 1, "de_lowest_kcal_mol": 121.7, "max_force_ev_per_a": 4.67}


{"formula": "C73H163N9O33", "method": "ωB97M-V with the def2-TZVPD basis set", "species": ["C", "O", "C", "C", "N", "H", "H", "C", "C", "O", "C", "H", "H", "H", "H", "H", "H", "H", "H", "H", "H", "H", "H", "H", "H", "C", "O", "C", "C", "N", "H", "H", "C", "C", "O", "C", "H", "H", "H", "H", "H", "H", "H", "H", "H", "H", "H", "H", "H", "H", "C", "O", "C", "C", "N", "H", "H", "C", "C", "O", "C", "H", "H", "H", "H", "H", "H", "H", "H", "H", "H", "H", "H", "H", "H", "C", "O", "C", "C", "N", "H", "H", "C", "C", "O", "C", "H", "H", "H", "H", "H", "H", "H", "H", "H", "H", "H", "H", "H", "H", "C", "O", "C", "C", "N", "H", "H", "C", "C", "O", "C", "H", "H", "H", "H", "H", "H", "H", "H", "H", "H", "H", "H", "H", "H", "C", "C", "C", "C", "N", "C", "C", "C", "C", "C", "H", "H", "H", "H", "H", "H", "H", "H", "H", "H", "H", "H", "H", "H", "H", "H", "H", "H", "H", "H", "C", "C", "C", "C", "N", "C", "C", "C", "C", "C", "H", "H", "H", "H", "H", "H", "H", "H", "H", "H", "H", "H", "H", "H", "H", "H", "H", "H", "H", "H", "C", "C", "C", "C", "C", "C", "N", "O", "C", "C", "C", "H", "H", "H", "H", "H", "H", "H", "H", "H", "H", "H", "H", "H", "H", "H", "H", "H", "H", "C", "C", "C", "C", "C", "C", "N", "O", "C", "C", "C", "H", "H", "H", "H", "H", "H", "H", "H", "H", "H", "H", "H", "H", "H", "H", "H", "H", "H", "O", "C", "O", "O", "H", "O", "C", "O", "O", "H", "O", "C", "O", "O", "H", "O", "C", "O", "O", "H", "O", "C", "O", "O", "H", "O", "C", "O", "O", "H", "O", "C", "O", "O", "H"], "positions_angstrom": [[-0.762, -0.518, 5.239], [-2.122, 0.047, 5.337], [-2.241, 1.056, 6.343], [-3.328, 2.113, 5.879], [-2.821, 2.840, 4.737], [-1.897, 3.273, 5.046], [-2.611, 2.141, 3.929], [-3.669, 3.940, 4.190], [-2.853, 4.853, 3.230], [-2.990, 4.585, 1.836], [-3.463, 5.731, 1.140], [-0.410, -0.511, 6.260], [-0.195, 0.082, 4.454], [-0.849, -1.557, 4.941], [-1.405, 1.656, 6.386], [-2.466, 0.550, 7.327], [-3.371, 2.951, 6.701], [-4.302, 1.666, 5.632], [-3.970, 4.591, 4.987], [-4.588, 3.417, 3.813], [-1.834, 4.576, 3.465], [-3.088, 5.893, 3.479], [-2.796, 6.603, 1.372], [-4.413, 6.096, 1.473], [-3.554, 5.566, 0.038], [3.061, 7.138, 3.726], [3.339, 7.176, 2.395], [2.195, 7.217, 1.564], [2.672, 7.304, 0.122], [3.198, 5.977, -0.427], [3.778, 5.626, 0.372], [2.510, 5.178, -0.594], [4.244, 6.082, -1.456], [5.073, 4.842, -1.673], [5.069, 4.139, -0.426], [5.809, 2.871, -0.460], [4.018, 6.857, 4.177], [2.328, 6.375, 3.954], [2.570, 8.093, 4.111], [1.609, 8.092, 1.775], [1.559, 6.288, 1.713], [3.408, 8.058, 0.168], [1.755, 7.635, -0.470], [4.833, 6.941, -1.105], [3.822, 6.289, -2.413], [6.066, 5.216, -2.026], [4.683, 4.048, -2.346], [5.395, 2.296, -1.240], [5.593, 2.323, 0.442], [6.880, 3.098, -0.505], [5.125, 4.397, -5.762], [5.091, 3.055, -6.194], [5.984, 2.122, -5.471], [5.482, 0.724, -5.826], [4.014, 0.611, -5.721], [3.579, 1.407, -4.022], [3.583, 1.371, -6.254], [3.475, -0.601, -6.334], [3.760, -1.868, -5.424], [2.627, -2.217, -4.546], [1.614, -2.889, -5.249], [4.893, 4.432, -4.692], [4.314, 4.834, -6.342], [6.117, 4.742, -6.082], [6.073, 2.228, -4.372], [7.049, 2.277, -5.743], [6.065, -0.030, -5.256], [5.822, 0.606, -6.852], [3.845, -0.825, -7.395], [2.339, -0.547, -6.407], [4.642, -1.637, -4.771], [3.967, -2.735, -6.056], [1.905, -3.902, -5.626], [1.175, -2.258, -6.061], [0.714, -3.036, -4.566], [-6.413, -5.353, -2.569], [-6.116, -3.969, -2.759], [-6.647, -3.512, -3.963], [-5.922, -2.226, -4.412], [-4.563, -2.579, -4.773], [-3.703, -3.203, -3.373], [-4.529, -3.384, -5.391], [-3.794, -1.429, -5.304], [-3.423, -1.834, -6.720], [-2.279, -2.682, -6.710], [-1.825, -2.832, -8.053], [-7.489, -5.426, -2.453], [-5.808, -5.680, -1.707], [-6.193, -5.907, -3.521], [-7.775, -3.469, -3.991], [-6.369, -4.240, -4.711], [-5.709, -1.535, -3.623], [-6.479, -1.724, -5.246], [-2.840, -1.257, -4.773], [-4.387, -0.469, -5.084], [-3.228, -1.008, -7.319], [-4.248, -2.396, -7.127], [-0.734, -2.937, -7.943], [-2.020, -1.972, -8.668], [-2.317, -3.715, -8.487], [-5.114, 1.032, -2.517], [-4.647, 1.838, -3.614], [-3.923, 2.938, -3.082], [-3.082, 3.504, -4.273], [-2.064, 4.508, -3.988], [-2.446, 5.430, -4.024], [-1.511, 4.364, -3.022], [-0.873, 4.583, -5.011], [-1.115, 5.349, -6.335], [-2.377, 5.106, -6.941], [-2.668, 6.105, -7.992], [-4.361, 0.898, -1.704], [-5.417, 0.058, -2.955], [-6.055, 1.495, -2.118], [-3.305, 2.652, -2.272], [-4.620, 3.710, -2.760], [-3.663, 3.879, -5.129], [-2.442, 2.636, -4.529], [-0.489, 3.631, -5.208], [-0.024, 4.999, -4.462], [-0.393, 4.956, -7.044], [-1.058, 6.400, -6.144], [-3.589, 5.866, -8.473], [-1.879, 6.024, -8.755], [-2.860, 7.123, -7.647], [5.119, -8.675, 0.375], [4.844, -7.321, 0.915], [3.831, -6.470, 0.048], [2.406, -7.038, 0.314], [1.287, -6.038, 0.155], [1.077, -5.314, 1.535], [-0.227, -5.899, 2.084], [-0.391, -7.216, 1.331], [-0.056, -6.862, -0.059], [1.562, -5.053, -0.913], [5.866, -9.238, 0.939], [5.393, -8.758, -0.718], [4.128, -9.227, 0.465], [5.708, -6.645, 1.032], [4.335, -7.434, 1.881], [4.099, -6.437, -1.010], [3.894, -5.472, 0.465], [2.230, -7.496, 1.292], [2.104, -7.817, -0.399], [1.022, -4.273, 1.326], [1.976, -5.501, 2.154], [-1.072, -5.314, 1.727], [-0.361, -6.036, 3.148], [-1.372, -7.629, 1.284], [0.269, -7.951, 1.789], [-0.744, -6.111, -0.412], [0.249, -7.632, -0.797], [0.777, -4.299, -1.026], [1.806, -5.519, -1.877], [2.377, -4.480, -0.656], [2.381, 3.445, 2.164], [1.252, 2.663, 2.706], [1.037, 1.514, 1.831], [0.329, 1.712, 0.552], [0.570, 0.454, -0.289], [2.040, 0.252, -0.500], [2.159, -0.615, -1.737], [0.963, -0.282, -2.601], [-0.005, 0.545, -1.679], [0.034, -0.750, 0.265], [2.157, 3.778, 1.163], [3.207, 2.800, 2.219], [2.575, 4.317, 2.790], [0.423, 3.309, 2.793], [1.434, 2.404, 3.741], [0.436, 0.723, 2.300], [2.025, 1.116, 1.747], [0.767, 2.454, -0.124], [-0.785, 1.817, 0.630], [2.409, -0.136, 0.379], [2.447, 1.192, -0.777], [2.197, -1.675, -1.579], [3.073, -0.493, -2.374], [0.450, -1.134, -3.012], [1.234, 0.337, -3.428], [-1.050, 0.238, -1.718], [0.089, 1.591, -1.902], [0.122, -1.522, -0.449], [-1.031, -0.779, 0.594], [0.575, -1.042, 1.151], [5.980, 0.792, 8.676], [4.995, 0.117, 7.755], [3.909, 1.141, 7.295], [2.947, 0.641, 6.217], [3.761, 0.483, 4.888], [4.933, -0.432, 5.009], [5.637, -0.296, 6.385], [6.882, -0.410, 6.376], [5.954, -0.343, 3.913], [4.423, -1.902, 5.044], [4.479, -1.172, 8.254], [6.711, 0.069, 9.044], [5.365, 1.235, 9.520], [6.307, 1.712, 8.111], [4.443, 2.127, 6.907], [3.439, 1.429, 8.270], [2.086, 1.309, 6.177], [2.528, -0.367, 6.372], [4.078, 1.476, 4.539], [3.141, 0.068, 4.120], [6.536, 0.558, 4.054], [5.463, -0.147, 2.931], [6.575, -1.241, 3.929], [5.134, -2.457, 5.641], [4.608, -2.350, 4.074], [3.345, -1.901, 5.284], [3.977, -0.929, 9.237], [5.243, -1.905, 8.260], [3.673, -1.536, 7.571], [-4.851, -2.506, 4.288], [-4.995, -2.943, 2.835], [-6.104, -3.962, 2.665], [-6.376, -4.411, 1.239], [-6.993, -3.303, 0.437], [-6.067, -2.013, 0.558], [-5.425, -1.817, 1.979], [-5.560, -0.784, 2.447], [-6.909, -0.733, 0.338], [-4.898, -2.028, -0.385], [-3.583, -3.425, 2.359], [-3.995, -1.756, 4.261], [-4.607, -3.394, 4.919], [-5.754, -2.045, 4.679], [-7.014, -3.584, 3.196], [-5.742, -4.890, 3.128], [-7.039, -5.330, 1.142], [-5.375, -4.542, 0.845], [-7.932, -3.019, 0.946], [-7.286, -3.535, -0.588], [-7.823, -0.705, 0.874], [-7.192, -0.910, -0.725], [-6.431, 0.231, 0.457], [-4.411, -3.017, -0.398], [-4.112, -1.324, -0.110], [-5.221, -1.794, -1.486], [-2.712, -2.963, 2.870], [-3.355, -3.284, 1.276], [-3.642, -4.450, 2.558], [2.273, 3.159, -1.982], [2.521, 2.730, -3.187], [3.462, 1.794, -3.082], [1.953, 3.004, -4.184], [1.408, 3.728, -1.907], [-2.976, 1.006, 0.407], [-3.095, 0.638, 1.733], [-3.076, -0.563, 1.962], [-3.017, 1.605, 2.500], [-3.068, 1.929, 0.388], [-1.691, -3.715, -1.129], [-2.178, -3.028, -2.207], [-3.302, -3.593, -2.524], [-1.459, -2.202, -2.825], [-2.287, -4.527, -0.967], [-4.532, -7.149, 0.822], [-3.721, -6.360, -0.226], [-3.828, -6.669, -1.369], [-2.814, -5.546, 0.264], [-4.169, -6.998, 1.639], [0.988, 4.893, 6.769], [0.120, 4.065, 6.056], [0.464, 2.891, 6.001], [-1.003, 4.626, 5.697], [0.526, 5.670, 7.011], [-0.194, 4.822, 0.421], [-0.589, 4.736, -0.932], [-1.810, 4.428, -1.236], [0.400, 4.903, -1.711], [-1.028, 4.525, 0.924], [3.682, -3.545, 1.439], [3.031, -2.335, 1.779], [3.816, -1.318, 1.670], [1.879, -2.397, 2.102], [4.580, -3.222, 1.272]], "lowdin_charge": [-0.04, -0.22, -0.18, -0.11, -0.04, 0.11, 0.13, -0.09, -0.16, -0.21, -0.11, 0.08, 0.10, 0.08, 0.05, 0.15, 0.17, 0.13, 0.11, 0.15, 0.10, 0.13, 0.10, 0.08, 0.09, -0.13, -0.19, -0.21, -0.07, 0.07, 0.16, 0.16, -0.11, -0.19, -0.22, -0.02, 0.11, 0.07, 0.12, 0.13, 0.13, 0.12, 0.16, 0.15, 0.13, 0.15, 0.10, 0.06, 0.08, 0.10, -0.09, -0.22, -0.18, -0.19, -0.08, 0.11, 0.12, -0.18, -0.15, -0.22, -0.13, 0.07, 0.09, 0.10, 0.11, 0.13, 0.13, 0.12, 0.14, 0.12, 0.12, 0.11, 0.10, 0.08, 0.10, -0.06, -0.23, -0.22, -0.18, -0.09, 0.10, 0.12, -0.14, -0.23, -0.18, -0.09, 0.08, 0.08, 0.11, 0.14, 0.10, 0.06, 0.14, 0.11, 0.13, 0.09, 0.12, 0.09, 0.07, 0.10, -0.08, -0.19, -0.20, -0.09, 0.05, 0.16, 0.16, -0.06, -0.20, -0.21, -0.05, 0.08, 0.05, 0.11, 0.08, 0.13, 0.14, 0.14, 0.09, 0.12, 0.13, 0.11, 0.08, 0.10, 0.09, -0.13, -0.27, -0.15, -0.13, -0.22, -0.04, -0.12, -0.17, -0.05, 0.00, 0.07, 0.10, 0.09, 0.11, 0.11, 0.12, 0.07, 0.12, 0.12, 0.08, 0.14, 0.09, 0.12, 0.11, 0.12, 0.10, 0.15, 0.10, 0.13, 0.05, -0.07, -0.25, -0.19, -0.06, -0.23, -0.07, -0.13, -0.12, -0.05, 0.00, 0.06, 0.06, 0.08, 0.10, 0.10, 0.12, 0.10, 0.10, 0.15, 0.07, 0.11, 0.10, 0.12, 0.07, 0.09, 0.13, 0.10, 0.09, 0.13, 0.08, -0.02, -0.49, -0.11, -0.14, -0.12, -0.44, 0.06, 0.18, -0.02, 0.02, -0.01, 0.10, 0.13, 0.11, 0.17, 0.14, 0.09, 0.10, 0.13, 0.11, 0.09, 0.10, 0.10, 0.09, 0.08, 0.11, 0.14, 0.09, 0.09, -0.01, -0.45, -0.12, -0.18, -0.10, -0.35, -0.01, 0.21, -0.01, -0.02, 0.00, 0.10, 0.12, 0.09, 0.15, 0.14, 0.16, 0.09, 0.12, 0.12, 0.08, 0.11, 0.09, 0.07, 0.08, 0.11, 0.10, 0.08, 0.06, 0.07, -0.75, 0.08, 0.13, 0.08, 0.05, -0.77, 0.02, 0.00, 0.06, 0.04, -0.60, 0.11, 0.03, 0.08, 0.01, -0.65, 0.07, -0.13, 0.00, 0.06, -0.73, -0.01, -0.08, 0.07, 0.03, -0.64, -0.04, -0.05, 0.12, 0.00, -0.79, -0.09, 0.02, 0.10], "orbital_gap_ha": 0.2022, "charge": 2, "energy_ha": -5854.15980, "lumo_ev": -6.1, "multiplicity": 1, "max_force_ev_per_a": 5.46}